Below is a molecular structure, C6H9NO, with properties calculated with the ωB97M-V functional and the def2-TZVPD basis.

Geometry as XYZ:
```
17
Properties=species:S:1:pos:R:3:forces:R:3
C 0.98045 1.27957 0.68160 -0.3 -0.5 1.8
C 0.47847 0.01517 -0.12966 4.9 -2.0 0.9
C -1.70864 -0.02983 -0.70982 0.1 3.4 -0.6
C -1.47474 -0.96027 0.55134 -3.5 1.9 -4.6
C -0.24708 -0.89074 0.78232 4.3 -0.1 2.7
C 1.61688 -0.97769 -0.62109 4.0 5.5 2.8
H 2.20281 1.75458 0.24178 -4.5 -1.2 1.5
H 1.05017 0.91055 2.12521 0.1 1.2 -4.7
H -0.15528 1.81162 0.63213 3.7 -0.1 0.4
H -0.37819 1.21538 -1.37941 0.7 1.0 -0.9
H -2.24576 -0.20991 -1.67366 -0.5 -0.6 1.6
H -2.00234 1.15387 -0.33242 -0.1 -3.4 -0.7
H -2.18623 -1.51339 1.02729 -1.9 -1.2 1.1
H 0.29196 -1.36471 1.63214 -0.4 0.3 -0.8
H 1.25072 -1.81654 -1.16610 0.2 -1.1 -0.7
N -0.26853 0.22798 -1.31544 -3.3 -0.5 1.8
O 2.79533 -0.60563 -0.34621 -3.4 -2.6 -1.6
```
Positions in Å, forces in eV/Å.

## Properties
highest occupied orbital energy	-8.94	eV
relative energy (zero: lowest compared OMol25 entry of this formula, charge and spin)	629.5	kJ/mol
Kohn-Sham gap	0.35134	hartree